# 1
Below is a structure of composition C16H36F6O8PtS4 at a distorted geometry, with properties calculated with ωB97M-V with the def2-TZVPD basis set.

Cartesian coordinates (Å):
Pt1 -22.55642 -5.47000 21.18957
C1 -22.46014 -5.63655 24.44380
O1 -22.66524 -4.22190 24.01346
O2 -22.74017 -6.35838 23.20005
C2 -21.08588 -5.92479 25.13628
F1 -20.06394 -5.36573 24.56419
F2 -21.25854 -5.40322 26.41637
F3 -20.78694 -7.19256 25.27457
C3 -23.24646 -3.25060 24.82992
C4 -23.06902 -1.82133 24.28165
H1 -22.01824 -1.66133 24.04004
H2 -23.74216 -1.74070 23.42814
H3 -23.32361 -1.02781 24.98422
H4 -22.85656 -3.16375 25.84409
H5 -24.32522 -3.38419 24.91071
H6 -23.13878 -5.93342 25.24343
C5 -25.70701 -4.09951 20.23868
O3 -25.32341 -3.14362 19.20604
O4 -24.53316 -4.80762 20.55108
C6 -26.58432 -3.49786 21.29782
F4 -27.07993 -4.49058 22.08385
F5 -26.14890 -2.56783 22.07535
F6 -27.72236 -3.08695 20.71925
C7 -26.26504 -2.53320 18.35134
C8 -25.89744 -1.02001 18.32511
H7 -24.83026 -0.81809 18.41712
H8 -26.11356 -0.68036 17.31217
H9 -26.31536 -0.49214 19.18231
H10 -27.33176 -2.54959 18.57480
H11 -26.00356 -2.89694 17.35765
H12 -26.29851 -4.75710 19.60166
C9 -22.74553 -3.83815 17.15399
S1 -22.09995 -5.44480 17.66739
O5 -21.88438 -5.29153 19.20821
C10 -23.68992 -6.45700 17.48901
H13 -23.11786 -3.96480 16.13742
H14 -21.83379 -3.24135 17.12840
H15 -23.43425 -3.38310 17.86582
H16 -24.42682 -5.86901 18.03614
H17 -23.67718 -7.42008 17.99931
H18 -23.83313 -6.57046 16.41443
C11 -18.64798 -6.04316 19.05253
S2 -19.04267 -5.21553 20.60397
O6 -20.40636 -5.55050 21.19236
C12 -17.79934 -5.88764 21.84083
H19 -19.21383 -5.53305 18.27298
H20 -18.83397 -7.10191 19.23298
H21 -17.66507 -5.83814 18.62832
H22 -18.11203 -5.49768 22.80946
H23 -16.77792 -5.77376 21.47775
H24 -17.94444 -6.96794 21.83993
C13 -20.20650 -1.36476 21.21511
S3 -21.76215 -2.15991 20.43384
O7 -22.13630 -3.34700 21.27780
C14 -22.93026 -0.70197 20.91773
H25 -19.86100 -0.51373 20.62818
H26 -19.40768 -2.08679 21.38442
H27 -20.40748 -0.99986 22.22236
H28 -22.73529 -0.50847 21.97255
H29 -23.93997 -1.10405 20.83447
H30 -22.87405 0.16901 20.26479
C15 -22.32754 -10.20476 20.72591
S4 -21.36901 -8.63817 20.38649
O8 -22.32225 -7.49448 20.61445
C16 -20.22946 -8.74398 21.93150
H31 -21.71481 -11.00695 21.13719
H32 -22.92717 -10.41401 19.84005
H33 -23.06702 -9.96787 21.49087
H34 -20.90339 -9.13172 22.69542
H35 -20.08124 -7.69522 22.18888
H36 -19.34988 -9.38448 21.86675

Calculated values
HOMO energy (alpha / beta) in eV: -11.170 / -10.930
Total energy in eV: -96432.1834
LUMO level (alpha / beta) in eV: -2.13 / -4.86
Total charge: +1
Kohn-Sham gap (alpha / beta) in eV: 9.04 / 6.07
Multiplicity: 4
Expectation value of S²: 3.761

Results of the Löwdin charge analysis, in e, for atoms 1 through 4: number 1, Pt, carries 1.50; number 2, C, carries -0.23; number 3, O, carries -0.12; number 4, O, carries -0.24

***

# 2
Below is a structure of composition C16H36I2NO7P2Pd at a distorted geometry, with properties calculated with ωB97M-V with the def2-TZVPD basis set.

Cartesian coordinates (Å):
Pd1 0.02022 0.55774 -2.74075
N1 -3.27343 0.13130 -5.05773
C1 -2.34178 0.55559 -4.25066
O1 -1.36055 -0.20482 -3.95563
C2 -2.34716 1.92978 -3.65836
C3 -1.49108 1.93705 -2.40754
H1 -3.19432 -0.77995 -5.49481
H2 -4.07783 0.69560 -5.29481
H3 -3.35459 2.27713 -3.40615
H4 -1.96175 2.61122 -4.42189
H5 -1.95665 1.48152 -1.53840
H6 -1.02621 2.89137 -2.17597
C4 -0.04159 4.05525 2.23903
C5 1.35457 3.68824 1.79611
C6 2.18150 2.98857 2.84990
O2 1.25248 2.88691 0.53721
P1 1.23723 1.38817 0.22220
O3 1.17091 1.27499 -1.29825
C7 -0.21952 0.62800 0.96393
P2 -0.70047 -0.90035 0.13963
O4 -0.69513 -0.70297 -1.37668
O5 0.30424 -2.00448 0.51534
C8 0.24170 -2.76275 1.81909
C9 -0.12340 -4.18789 1.49659
C10 1.57306 -2.60402 2.50823
O6 -2.10883 -1.23474 0.67414
C11 -3.33070 -1.59498 -0.10103
C12 -3.30647 -3.07399 -0.40452
C13 -4.50908 -1.15290 0.72901
O7 2.45495 0.65863 0.82672
C14 3.74275 0.34918 0.14542
C15 4.83958 0.59787 1.15055
C16 3.68888 -1.07392 -0.35561
H7 0.02841 4.81730 3.01362
H8 -0.57405 3.20012 2.66394
H9 -0.62100 4.46582 1.41257
H10 1.87335 4.58182 1.45440
H11 1.80784 1.98575 3.06956
H12 2.12577 3.57198 3.76765
H13 3.22804 2.91052 2.56067
H14 -1.04217 1.34390 0.89171
H15 -0.04305 0.41819 2.02191
H16 -0.54762 -2.29836 2.41572
H17 0.60793 -4.62879 0.81828
H18 -1.10572 -4.25210 1.03131
H19 -0.14088 -4.76990 2.41699
H20 2.36289 -3.09996 1.94373
H21 1.51609 -3.07921 3.48686
H22 1.83686 -1.55465 2.64579
H23 -3.27904 -1.03059 -1.03672
H24 -3.34084 -3.65617 0.51633
H25 -2.41961 -3.35401 -0.97546
H26 -4.18800 -3.32900 -0.99264
H27 -4.59642 -1.75996 1.63013
H28 -5.42380 -1.27181 0.14978
H29 -4.41652 -0.10967 1.03046
H30 3.83555 1.04692 -0.69005
H31 4.66781 0.01868 2.05882
H32 4.90433 1.65133 1.41753
H33 5.79469 0.29204 0.72587
H34 3.59322 -1.77369 0.47238
H35 4.60771 -1.29886 -0.89634
H36 2.83005 -1.22663 -1.01243
I1 2.19605 -0.81767 -4.00829
I2 1.28064 1.70038 -4.67837

Calculated values
HOMO energy in eV: -19.108
Total energy in eV: -71235.8190
LUMO level in eV: -12.38
Total charge: +3
Kohn-Sham gap in eV: 6.73
Multiplicity: 1
Relative energy (zero: lowest compared OMol25 entry of this formula, charge and spin) in kJ/mol: 6.3

Results of the Löwdin charge analysis, in e, for atoms 1 through 4: number 1, Pd, carries 0.72; number 2, N, carries 0.28; number 3, C, carries -0.45; number 4, O, carries -0.14

***

# 3
Below is a cluster of 3 separate species, C16H36N2OP in total at a distorted geometry, with properties calculated with ωB97M-V with the def2-TZVPD basis set.

Cartesian coordinates (Å):
C1 2.55850 -0.33111 -3.55250
C2 1.50436 0.71538 -3.88697
N1 1.80618 2.01134 -3.72621
C3 0.66120 2.71399 -4.09699
C4 -0.32257 1.86230 -4.46608
N2 0.25361 0.57779 -4.31057
P1 -0.57167 -0.96415 -4.60100
O1 -1.50840 -1.12432 -3.48566
H1 2.96284 -0.13704 -2.53956
H2 3.41122 -0.24328 -4.24719
H3 2.12525 -1.33885 -3.51932
H4 2.69346 2.36818 -3.39320
H5 0.60320 3.80209 -4.06071
H6 -1.33612 2.07745 -4.80060
H7 -1.24751 -0.91990 -5.84739
H8 0.38120 -2.00178 -4.69292
C5 -4.06208 -1.42697 3.40564
C6 -2.81354 -0.85411 2.74439
C7 -3.02185 -0.42114 1.29667
C8 -3.40102 -1.53174 0.31890
C9 -2.40921 -2.69222 0.25510
C10 -1.01905 -2.27181 -0.20898
H9 -4.40298 -2.33573 2.90648
H10 -3.85550 -1.68220 4.44623
H11 -4.87751 -0.70066 3.39363
H12 -1.99669 -1.57975 2.80368
H13 -2.49006 0.02266 3.31397
H14 -2.10537 0.06714 0.94766
H15 -3.80230 0.34642 1.26454
H16 -3.50261 -1.08847 -0.67758
H17 -4.38887 -1.92804 0.57047
H18 -2.80274 -3.44135 -0.43767
H19 -2.33145 -3.18697 1.22674
H20 -1.06115 -1.81172 -1.19821
H21 -0.36081 -3.14218 -0.26762
H22 -0.56616 -1.56096 0.48715
C11 1.28154 -0.23527 3.81815
C12 2.38087 0.75987 3.46519
C13 1.85994 1.97988 2.70309
C14 1.22447 1.67517 1.34140
C15 2.12389 0.94293 0.34522
C16 3.36643 1.73735 -0.04817
H23 0.81316 -0.64688 2.92114
H24 1.69103 -1.06984 4.38925
H25 0.50782 0.24020 4.42452
H26 3.16526 0.25502 2.89313
H27 2.85137 1.10547 4.38942
H28 2.68166 2.69059 2.57291
H29 1.11647 2.49267 3.32055
H30 0.89823 2.62123 0.89519
H31 0.31506 1.08530 1.49061
H32 1.53874 0.73824 -0.56076
H33 2.42113 -0.03100 0.74251
H34 3.09060 2.69978 -0.48946
H35 3.95542 1.18428 -0.78663
H36 4.01314 1.92672 0.80839

Calculated values
HOMO energy in eV: -12.559
Total energy in eV: -31486.8043
LUMO level in eV: -3.45
Total charge: +1
Kohn-Sham gap in eV: 9.11
Multiplicity: 1
Relative energy (zero: lowest compared OMol25 entry of this formula, charge and spin) in kJ/mol: 31.6

Results of the Löwdin charge analysis, in e, for atoms 1 through 4: number 1, C, carries 0.04; number 2, C, carries -0.30; number 3, N, carries 0.17; number 4, C, carries -0.03

***

Q: Which formula does entry 2 have?
A: C16H36I2NO7P2Pd